Entry 1:
This record from the Open Molecules 2025 dataset describes a molecular structure, C11H22LaN6O5 at a distorted geometry. The level of theory is ωB97M-V with the def2-TZVPD basis set.

Cartesian coordinates (Å):
O1 1.8253 -0.2493 -3.8340
H1 2.3773 -0.4692 -4.6231
La1 0.0425 -0.1031 0.0777
N1 -0.1421 1.9857 1.3446
N2 0.0925 1.9079 -1.2295
O2 -0.1547 2.1222 2.7968
O3 -0.1447 1.8121 -2.6624
C1 -0.1685 3.1809 0.7440
C2 -0.1316 3.1315 -0.6929
C3 -0.2923 4.4101 1.5540
C4 -0.3565 4.3451 -1.5202
H2 0.0596 4.2261 2.5673
H3 -1.3372 4.7319 1.6139
H4 0.2791 5.2269 1.1138
H5 -0.7333 4.0707 -2.5065
H6 0.5795 4.9057 -1.6382
H7 -1.0787 5.0243 -1.0525
H8 -0.4679 1.2766 3.1721
H9 0.5431 1.2235 -3.0635
O4 -2.5589 0.4350 0.1258
H10 -2.8641 1.0501 0.8226
H11 -3.0874 0.6443 -0.6623
C5 2.6175 -0.5081 -2.6612
H12 2.2414 -1.3850 -2.1209
H13 2.5988 0.3844 -2.0175
H14 3.6649 -0.7247 -2.9024
O5 2.0591 0.0498 1.6694
H15 2.4842 0.8693 2.0231
H16 2.4241 -0.6463 2.2610
N3 -0.4895 -4.4157 -0.5141
C6 -0.3172 -4.3711 -1.8924
C7 -0.1942 -3.0573 -2.2425
N4 -0.2615 -2.2833 -1.0875
C8 -0.4628 -3.1463 -0.0561
C9 -0.7008 -2.8298 1.3355
N5 -0.6698 -1.6018 1.9125
C10 -0.9003 -1.8103 3.2725
C11 -1.1220 -3.1414 3.4893
N6 -0.9857 -3.7667 2.2636
H17 -0.6045 -5.2651 0.0429
H18 -0.3103 -5.2449 -2.5000
H19 -0.0917 -2.5606 -3.2035
H20 -0.8584 -0.9762 3.9689
H21 -1.3472 -3.6769 4.3907
H22 -1.0550 -4.7809 2.1209

Atomic forces in eV per Å
O 0.973 -0.374 -0.360
H -0.862 0.353 0.930
La -0.014 -0.601 -0.449
N -0.075 0.387 1.327
N 0.096 0.687 -0.639
O -0.022 -0.371 -0.483
O 0.334 -0.091 0.559
C -0.167 -0.947 -0.668
C 0.011 -0.435 0.295
C 0.059 0.735 -0.041
C -0.135 0.418 -0.119
H -0.035 0.171 -0.167
H 0.053 0.000 0.029
H -0.044 0.037 0.012
H 0.153 0.070 0.116
H -0.115 -0.067 -0.109
H 0.152 -0.164 -0.036
H 0.185 0.412 -0.653
H -0.397 0.577 0.578
O -0.323 0.421 0.085
H 0.237 -0.403 -0.497
H 0.183 -0.080 0.283
C 0.139 -0.002 -0.161
H -0.156 0.070 -0.071
H 0.008 -0.141 -0.109
H -0.210 0.177 0.008
O 1.316 0.143 1.198
H -0.699 -0.635 -0.567
H -0.480 0.375 -0.622
N -0.032 -1.783 -0.383
C 0.032 0.891 -0.543
C -0.127 -0.563 0.629
N 0.038 0.622 -0.153
C -0.482 0.821 2.662
C 0.464 -0.183 -2.918
N 0.191 0.579 0.532
C -0.170 -0.678 -0.275
C 0.267 1.091 0.328
N -0.352 -1.958 0.885
H 0.138 0.707 -0.620
H -0.017 -0.389 -0.170
H 0.062 -0.438 0.198
H -0.196 -0.439 -0.081
H 0.006 -0.083 0.062
H 0.015 1.081 0.176

Results
- HOMO level (alpha / beta): -9.0288 / -7.3119 eV
- LUMO level (alpha / beta): -0.099 / -0.100 Eh
- Net charge: +1
- Electronic energy: -1168.412804 Ha

Mulliken charges, unit e, in atom order: O -0.536; H 0.316; La 1.474; N 0.262; N -0.090; O -0.537; O -0.465; C 0.352; C 0.177; C -1.410; C -1.345; H 0.443; H 0.291; H 0.370; H 0.398; H 0.292; H 0.373; H 0.239; H 0.345; O -0.493; H 0.274; H 0.280; C -0.361; H 0.105; H 0.098; H 0.414; O -0.484; H 0.288; H 0.287; N -0.123; C -0.676; C -0.546; N -0.222; C 0.275; C 0.335; N -0.186; C -0.441; C -0.774; N -0.133; H 0.202; H 0.435; H 0.479; H 0.389; H 0.418; H 0.208



Entry 2:
This record from the Open Molecules 2025 dataset describes C11H22N2O2 in the gas phase at a distorted geometry. The level of theory is ωB97M-V with the def2-TZVPD basis set.

Cartesian coordinates (Å):
C1 -3.2535 1.3788 -2.6650
C2 -2.4563 2.6093 -2.1934
C3 -1.7705 2.6149 -0.8320
N1 -0.4959 2.7673 -1.5099
C4 0.6585 2.1118 -1.1099
O1 1.5770 2.0629 -1.9284
O2 0.7023 1.5876 0.1262
C5 1.8905 0.8657 0.4729
C6 1.6347 -0.3226 1.4204
C7 0.8524 -1.5221 0.8616
C8 -0.6475 -1.2356 0.9212
N2 1.1934 -2.7270 1.6618
C9 0.8738 -2.7982 3.0890
C10 2.3119 -3.6148 1.2839
C11 -1.0490 2.6865 -2.8339
H1 -4.1790 1.2480 -2.0752
H2 -2.7012 0.4396 -2.6099
H3 -3.4671 1.4568 -3.7322
H4 -3.0544 3.4731 -2.3756
H5 -1.9658 3.4641 -0.1764
H6 -1.9308 1.7078 -0.2384
H7 2.5310 1.6029 0.9808
H8 2.4353 0.5085 -0.4167
H9 2.6127 -0.6341 1.7832
H10 1.1427 0.1152 2.3067
H11 1.1631 -1.6714 -0.1699
H12 -0.9783 -0.8860 1.9063
H13 -0.9613 -0.5064 0.1725
H14 -1.2020 -2.1561 0.6599
H15 1.1959 -3.7645 3.5060
H16 -0.1738 -2.6625 3.2927
H17 1.4408 -2.0208 3.6634
H18 1.9981 -4.6568 1.3776
H19 3.1399 -3.4839 1.9547
H20 2.5713 -3.4754 0.2484
H21 -0.7634 1.8081 -3.4015
H22 -0.8753 3.6291 -3.4212

Atomic forces in eV per Å
C -0.029 0.031 0.561
C -0.310 -1.132 -1.078
C -0.576 0.004 0.770
N 1.209 -1.303 2.766
C 1.155 0.658 -2.659
O -0.503 -0.460 1.149
O -1.018 0.040 -0.417
C 1.137 -0.339 0.242
C -0.389 1.519 -0.008
C 0.477 0.062 1.782
C -0.525 -0.816 -0.538
N -0.472 -1.109 -0.552
C 1.299 0.830 -0.357
C -1.616 0.563 0.284
C -0.340 1.574 -1.062
H 0.270 0.096 -0.442
H 0.287 0.054 0.421
H -0.345 0.309 0.070
H -0.354 0.735 -0.102
H -0.286 0.038 -0.056
H 0.331 -0.060 -0.149
H 0.000 -0.332 -0.130
H -0.471 0.369 0.105
H 0.209 -0.132 -0.200
H -0.084 -0.422 -0.156
H 0.027 -0.353 -0.096
H 0.158 -0.082 -0.184
H 0.247 0.217 0.137
H 0.213 0.282 0.303
H -0.225 0.223 -0.349
H -0.507 0.036 0.008
H -0.347 -0.377 -0.100
H -0.081 -0.078 0.059
H 0.913 0.197 0.128
H 0.331 0.277 -0.316
H 0.197 -0.109 -0.123
H 0.019 -1.009 0.290

Results
- HOMO level: -7.8359 eV
- LUMO level: 0.031 Eh
- Energy above the lowest of the compared OMol25 structures with the same formula, charge and spin: 2.960 eV
- Electronic energy: -692.278542 Ha

Mulliken charges, unit e, in atom order: C -1.591; C 0.418; C -0.416; N 0.121; C 0.597; O -0.648; O -0.252; C -0.789; C -0.697; C 0.360; C -1.391; N 0.025; C -0.998; C -1.087; C -0.776; H 0.366; H 0.363; H 0.390; H 0.368; H 0.214; H 0.144; H 0.305; H 0.436; H 0.399; H 0.363; H 0.316; H 0.369; H 0.143; H 0.375; H 0.386; H 0.283; H 0.297; H 0.343; H 0.374; H 0.334; H 0.318; H 0.240



Entry 3:
This record from the Open Molecules 2025 dataset describes C11H22N2O2 in the gas phase at a distorted geometry. The level of theory is ωB97M-V with the def2-TZVPD basis set.

Cartesian coordinates (Å):
C1 1.8293 1.7183 -0.1534
C2 0.3427 1.4720 0.1116
C3 0.0025 0.4687 1.2160
C4 -0.1039 1.4648 2.4783
C5 1.0261 -0.7204 1.1588
C6 1.9180 -0.5367 2.3850
C7 0.2624 -2.0612 1.3235
N1 -0.5763 2.1056 -0.4842
O1 -0.4295 3.0829 -1.2052
O2 -1.8873 1.7245 -0.1486
C8 -2.6034 1.2886 -1.2907
C9 -2.3560 -0.2108 -1.6078
C10 -1.4823 -0.6362 -2.5331
C11 -0.6742 0.1951 -3.4966
N2 -1.3468 -2.0095 -2.6869
H1 2.2712 1.9575 0.8373
H2 2.2803 0.8695 -0.7414
H3 2.0017 2.5897 -0.7845
H4 -0.8937 -0.0082 1.0312
H5 -1.0551 1.1949 3.0397
H6 0.7812 1.5018 3.0411
H7 -0.3254 2.4153 2.1512
H8 1.7437 -0.6406 0.2443
H9 2.6401 0.3016 2.1386
H10 1.3331 -0.4413 3.3154
H11 2.5221 -1.5071 2.4068
H12 0.7387 -3.0172 1.1493
H13 -0.0174 -2.0312 2.3742
H14 -0.6887 -1.9850 0.7770
H15 -3.6161 1.3966 -1.0669
H16 -2.4310 1.9508 -2.2755
H17 -2.8242 -0.9825 -1.0256
H18 0.3057 0.0579 -3.2423
H19 -0.9206 1.2285 -3.4937
H20 -0.9249 -0.1478 -4.4440
H21 -1.2960 -2.5709 -1.8385
H22 -0.5993 -2.4717 -3.2679

Atomic forces in eV per Å
C -0.756 0.614 -0.331
C 1.564 -2.509 0.680
C 2.213 1.888 -0.784
C -2.238 -3.519 -0.293
C 0.954 0.454 0.492
C 2.124 -1.559 -1.050
C -0.774 1.370 0.020
N -0.045 0.050 0.220
O -0.375 1.345 -1.678
O -0.288 0.634 0.211
C 1.344 -1.040 -3.289
C 0.799 1.899 -0.276
C -0.314 0.250 0.230
C -2.628 -0.079 1.347
N 1.775 -2.587 -0.553
H 0.268 -0.622 -0.741
H -0.268 0.734 1.118
H -0.344 0.107 0.095
H -2.172 -0.249 -0.295
H 1.538 0.023 -0.042
H 0.848 -0.067 1.055
H -0.306 2.178 -1.030
H -1.744 -0.514 1.453
H -0.825 -0.816 1.031
H 0.559 0.098 -0.431
H -0.387 1.333 0.524
H 0.489 0.116 -0.314
H -0.261 -0.363 0.228
H 0.267 -0.407 -0.130
H -1.598 0.422 0.678
H -0.022 -1.239 2.480
H -0.436 0.007 0.391
H 2.804 -0.279 0.218
H -0.137 0.886 0.369
H 0.056 -0.816 -2.015
H -0.629 0.579 0.040
H -1.056 1.677 0.372

Results
- HOMO level: -8.2023 eV
- LUMO level: 0.025 Eh
- Energy above the lowest of the compared OMol25 structures with the same formula, charge and spin: 7.363 eV
- Electronic energy: -692.116731 Ha

Mulliken charges, unit e, in atom order: C -1.617; C -0.237; C 0.383; C -1.767; C 0.934; C -1.767; C -1.440; N 0.966; O -0.795; O -0.363; C -0.762; C -0.481; C 0.895; C -1.659; N -0.634; H 0.289; H 0.331; H 0.471; H 0.626; H 0.288; H 0.556; H 0.512; H 0.201; H 0.260; H 0.414; H 0.457; H 0.353; H 0.411; H 0.279; H 0.401; H 0.269; H 0.460; H 0.364; H 0.335; H 0.578; H 0.237; H 0.253